Entry 1:
The following is a quantum chemistry calculation of 2 unconnected molecules or ions with the total composition C3H7NO4 at a distorted geometry, from OMol25.

Each line ends with the natural charge from an NBO analysis.
Geometry (Å):
C 0.1479 1.4782 -0.9288  -0.680
C -0.6193 0.5998 0.0474  0.596
N -0.6858 1.1214 1.3300  -0.999
O -1.6395 -0.0265 -0.3799  -0.447
H -0.2474 0.5229 2.0281  0.398
H -1.1683 1.6051 2.0798  0.443
H 1.0720 1.8322 -0.4672  0.226
H 0.3685 0.9184 -1.8364  0.228
H -0.4651 2.3380 -1.2019  0.249
C 0.6206 -1.2663 0.2074  0.946
O 1.0034 -1.6483 -1.0304  -0.688
O -0.7857 -1.9921 0.4064  -0.721
O 1.3867 -1.1967 1.1349  -0.539
H 1.9606 -1.8170 -0.9609  0.505
H -0.9487 -2.4690 -0.4284  0.482

## Properties
E_tot = -474.096437 Eh
Orbital gap = 8.2 eV
Energy relative to the best compared isomer or geometry (same formula, charge and spin) = 119.1 kcal/mol
Charge = 0
F_max = 0.157 hartree/bohr
M = 121.09 Da

***

Entry 2:
The following is a quantum chemistry calculation of 2 unconnected molecules or ions with the total composition C3H7NO4 at a distorted geometry, from OMol25.

Each line ends with the natural charge from an NBO analysis.
Geometry (Å):
O -3.7808 1.6553 1.2293  -0.940
H -4.2331 2.4809 0.9427  0.473
H -4.4501 0.9466 1.0954  0.468
O -0.4904 1.8600 0.9172  -0.538
O 3.4910 -1.1314 -0.6849  -0.608
O 0.2894 0.1049 -0.3637  -0.554
C -0.6153 1.1079 -0.0012  0.661
C 2.2677 -1.1616 -0.5672  0.645
N 1.5422 -2.0796 -1.2155  -0.816
C 1.4974 -0.1196 0.2957  -0.164
H -1.4224 1.0345 -0.7567  0.134
H 0.5277 -2.0444 -1.0892  0.402
H 1.9901 -2.9477 -1.5193  0.414
H 2.0838 0.8126 0.4075  0.220
H 1.3028 -0.5184 1.3099  0.203

## Properties
E_tot = -474.234040 Eh
Orbital gap = 10.4 eV
Energy relative to the best compared isomer or geometry (same formula, charge and spin) = 32.8 kcal/mol
Charge = 0
F_max = 0.046 hartree/bohr
M = 121.09 Da

***

Which of these has the lowest orbital gap?
number 1

***

Among the records above, which one has the lowest energy relative to the best compared isomer or geometry (same formula, charge and spin)?
number 2

***

M of number 2 (C3H7NO4)?
121.09 Da

***

The lowest orbital gap belongs to which entry?
number 1